This record from OMol25 describes a molecular structure, C11H14F3N4O3S2Sc. The level of theory is ωB97M-V with the def2-TZVPD basis set.

XYZ file:
```
38
Properties=species:S:1:pos:R:3:forces:R:3
Sc 0.2787 -0.3198 -0.4496 0.6 -0.6 0.7
C -3.2016 -2.1043 -1.9860 0.1 0.0 0.0
C -1.8205 -2.2410 -1.4179 -0.2 0.1 0.1
C -1.6162 -2.2354 -0.0276 0.0 0.0 0.1
C -0.3719 -2.5527 0.5196 0.0 -0.2 0.3
C 0.7157 -2.8213 -0.3142 0.2 -0.3 0.2
C 0.5453 -2.7449 -1.6941 0.1 0.0 0.0
C -0.7089 -2.4558 -2.2341 0.2 0.0 -0.1
H -3.7031 -3.0720 -1.9040 0.0 0.0 0.0
H -3.1791 -1.8278 -3.0389 0.0 0.0 0.0
H -3.7981 -1.3793 -1.4355 0.0 0.0 0.0
H -2.4597 -2.0741 0.6338 0.0 0.0 0.0
H -0.2638 -2.6578 1.5927 0.0 0.0 0.0
H 1.6658 -3.1199 0.1062 0.0 0.0 0.0
H 1.3818 -2.9559 -2.3482 0.0 0.1 0.0
H -0.8295 -2.4486 -3.3103 0.0 0.1 0.0
C 1.0701 2.7936 3.9840 0.1 0.0 -0.1
C 1.9873 2.3073 2.9218 0.1 0.2 0.2
N 3.1944 2.7089 2.6797 -0.2 -0.4 -0.4
N 3.5975 1.9530 1.5997 0.3 0.4 0.3
C 2.6848 1.1011 1.1758 0.2 0.0 -0.1
S 2.7847 -0.0305 -0.0918 -0.2 -0.2 0.0
N 1.6481 1.3171 2.0084 -0.4 -0.1 0.0
N 0.4563 0.5936 1.9095 -0.2 -0.2 -0.2
H 1.5340 3.6474 4.4709 0.0 0.0 0.0
H 0.8885 2.0192 4.7310 0.0 0.0 0.0
H 0.1152 3.1159 3.5634 0.0 0.0 0.0
H 4.5208 2.0905 1.2132 0.0 0.0 0.0
H -0.3160 1.2476 2.0175 -0.1 0.1 0.0
H 0.4140 -0.0718 2.6782 0.0 0.0 0.1
F -1.9358 0.9320 -3.6214 -0.1 0.0 0.0
C -1.7721 1.4791 -2.4438 0.2 0.4 0.0
F -2.1867 0.6021 -1.4849 -0.2 0.1 -0.1
F -2.4096 2.6102 -2.3262 -0.2 -0.1 0.0
S 0.0143 1.7247 -2.0580 0.2 -0.2 -0.3
O 0.5238 0.3250 -2.3399 -0.3 0.8 -0.4
O 0.5768 2.8226 -2.7257 0.0 -0.1 0.0
O -0.0252 1.7220 -0.5531 -0.1 0.4 -0.3
```
Positions in Å, forces in eV/Å.

Calculated values
Frontier orbital gap, eV: 8.18
Lowest unoccupied orbital energy, eV: -7.6758
Charge: +2

These are the Mulliken partial charges, in e, on atoms 1 to 5: atom 1 (Sc): 0.598, atom 2 (C): -1.698, atom 3 (C): 1.086, atom 4 (C): -0.415, atom 5 (C): -0.619